Molecular formula: C3H10N2S
Method: DFT, the ωB97M-V functional and the def2-TZVPD basis

XYZ file:
```
16
Properties=species:S:1:pos:R:3:forces:R:3
N -0.88840 -2.11759 -1.49153 2.06 -0.12 1.36
C -0.36771 -0.71845 -1.24894 -2.12 -1.68 -1.38
N -0.68994 -0.32415 0.09338 0.12 1.60 -0.13
C -0.30499 1.08178 0.34210 0.72 -0.18 1.25
C 0.68844 1.11818 1.54150 -0.95 2.20 -1.01
S 2.16046 0.10420 1.36698 0.00 -0.85 0.58
H -1.56260 -2.32996 -0.75751 -0.41 0.20 -0.27
H -0.06495 -2.61483 -1.08024 -1.02 -0.35 -0.78
H -0.87714 -0.12632 -2.06168 0.88 0.10 0.78
H 0.69867 -0.85531 -1.38244 0.23 0.93 -0.12
H -1.67507 -0.48509 0.27889 0.10 0.23 -0.14
H -1.10389 1.80705 0.53475 -0.48 -0.60 0.41
H 0.16805 1.61471 -0.47289 0.40 -0.68 -0.82
H 0.06088 1.04515 2.43604 0.80 -1.11 0.22
H 1.02919 2.15799 1.62812 0.07 -0.04 -0.08
H 2.72900 0.64265 0.27346 -0.40 0.33 0.12
```
Positions in Å, forces in eV/Å.

Kohn-Sham gap ... 9.92 eV
HOMO level ... -0.33121 Eh


Molecular formula: C55H42N5O5OsS5
Method: DFT, the ωB97M-V functional and the def2-TZVPD basis

XYZ file:
```
113
Properties=species:S:1:pos:R:3:forces:R:3
Os 0.86131 0.85900 -0.23638 -0.47 0.09 0.47
C 5.85962 1.79627 -0.93330 0.01 -0.01 -0.01
C 4.68275 1.05924 -0.36828 0.03 0.05 0.08
C 3.89482 0.25223 -1.13580 -0.09 -0.05 -0.05
C 2.78037 -0.42745 -0.57006 0.16 0.14 -0.15
C 2.50284 -0.31136 0.80512 -0.01 -0.03 -0.04
C 3.34099 0.52551 1.60426 -0.10 -0.01 -0.08
C 4.37515 1.18714 1.01681 0.03 0.03 -0.03
S 1.41081 -1.63025 1.49789 0.07 -0.27 -0.31
O 1.17239 -2.50452 0.31316 0.03 -0.05 0.07
C 2.72586 -2.26456 2.51284 0.00 0.05 -0.14
C 3.91286 -2.66685 1.85355 0.01 -0.01 0.05
C 5.02848 -2.91404 2.58282 0.00 0.01 0.05
C 5.02827 -2.69314 3.98902 0.01 0.00 -0.05
C 6.21123 -2.85344 4.74681 -0.01 -0.01 -0.02
C 6.21571 -2.61422 6.09059 -0.01 0.01 0.02
C 5.03334 -2.20092 6.73715 0.02 -0.01 0.00
C 3.87030 -2.06026 6.03493 0.00 -0.02 -0.05
C 3.83279 -2.30693 4.63902 -0.05 -0.01 0.02
C 2.62134 -2.15619 3.87190 0.04 0.05 0.20
C 1.34818 -2.05942 4.66467 0.04 -0.17 -0.02
C 1.01665 -3.24782 5.41375 0.05 0.03 -0.02
C 1.64907 -4.49332 5.16668 -0.02 0.02 0.04
C 1.31144 -5.60428 5.88616 -0.01 0.00 0.00
C 0.33755 -5.53147 6.90230 0.01 -0.02 -0.01
C -0.29465 -4.34918 7.15598 0.00 0.02 0.00
C 0.01900 -3.18789 6.41231 -0.02 0.01 0.02
C -0.65761 -1.96217 6.65267 0.01 -0.03 -0.01
C -0.41797 -0.88493 5.86656 0.02 -0.01 -0.05
C 0.56634 -0.94964 4.84746 -0.08 0.08 0.06
S 0.65733 0.44042 3.71730 0.06 0.09 0.02
O 0.90172 1.70543 4.46790 0.00 0.02 0.02
C -1.10314 0.42341 3.33457 -0.01 0.03 0.05
C -1.71813 -0.65393 2.70458 0.01 -0.04 -0.01
C -3.09282 -0.65568 2.55335 -0.02 0.00 0.00
C -3.87510 0.39684 3.02569 0.01 -0.01 0.03
C -5.36175 0.39560 2.82401 -0.02 -0.02 0.01
C -3.23856 1.46124 3.65129 0.04 0.00 0.05
C -1.85864 1.48498 3.80148 -0.05 -0.01 0.02
H 6.06240 1.49444 -1.95896 0.00 0.00 0.00
H 6.75404 1.61415 -0.33624 0.00 0.00 0.00
H 5.67580 2.87241 -0.92389 0.00 0.00 0.00
H 4.11582 0.10394 -2.18617 0.00 -0.01 0.01
H 2.30820 -1.23948 -1.10970 0.01 0.00 -0.01
H 3.16658 0.61639 2.66583 -0.01 0.00 0.03
H 5.01059 1.81280 1.63279 0.00 0.00 0.00
H 3.90011 -2.78478 0.77677 0.01 0.00 0.00
H 5.93909 -3.25041 2.10280 0.00 0.00 0.01
H 7.11495 -3.16376 4.23703 0.00 0.00 0.01
H 7.12625 -2.73601 6.66195 0.00 0.00 0.00
H 5.04779 -1.99298 7.79875 0.00 -0.01 0.00
H 2.97260 -1.74147 6.54596 -0.03 0.00 0.00
H 2.39490 -4.57269 4.38821 0.02 0.00 -0.01
H 1.79306 -6.54907 5.67190 0.00 0.00 0.01
H 0.08922 -6.41582 7.47374 0.00 0.00 -0.01
H -1.05352 -4.28190 7.92576 0.00 0.00 0.00
H -1.39220 -1.91394 7.44694 0.00 0.00 0.00
H -0.96594 0.03769 6.00344 -0.01 0.01 0.00
H -1.14651 -1.51061 2.37445 -0.01 0.01 0.01
H -3.56945 -1.49660 2.06397 0.00 0.01 0.00
H -5.76652 -0.61516 2.86450 0.00 0.00 0.00
H -5.60540 0.81047 1.84347 0.03 0.01 0.00
H -5.86572 0.99925 3.57801 0.00 0.00 0.00
H -3.83163 2.28288 4.03825 0.00 -0.01 -0.02
H -1.35890 2.29030 4.32408 0.01 0.02 0.00
S -0.59981 -1.45261 -2.06865 -0.09 -0.11 0.15
C 0.61758 -1.50896 -3.33373 0.06 -0.01 0.00
C 1.87065 -2.06190 -3.48450 -0.01 -0.02 0.00
C 2.53789 -1.78928 -4.67830 0.02 -0.02 0.00
C 3.87574 -2.28966 -4.83737 0.00 0.03 -0.01
N 4.95653 -2.67195 -4.90681 -0.01 -0.01 0.00
C 1.93676 -1.01832 -5.68935 -0.01 0.02 -0.04
C 0.64964 -0.50364 -5.53684 -0.02 -0.01 0.01
C 0.01451 -0.76046 -4.34061 0.01 0.02 -0.05
S -1.53768 -0.36855 -3.61751 0.04 -0.01 0.01
C 2.65500 -0.74121 -6.90282 0.05 -0.03 0.04
N 3.23237 -0.50652 -7.86713 -0.03 0.01 -0.01
H 2.33252 -2.68959 -2.73425 -0.01 0.00 0.02
H 0.19640 0.07416 -6.33015 0.00 0.00 0.00
N 1.09774 2.68824 1.00742 -0.11 0.09 -0.06
C 0.49619 3.40874 1.69936 0.00 -0.16 0.09
N -0.17020 4.21721 2.44877 0.05 0.03 0.04
C 0.39045 4.74118 3.71196 -0.09 -0.02 -0.01
C 0.30469 6.25822 3.70150 0.02 0.00 -0.01
C -1.12579 6.71655 3.42326 -0.01 -0.01 0.02
C -1.63514 6.14338 2.10191 0.00 0.01 -0.02
C -1.54568 4.62624 2.09576 0.10 0.01 0.01
H 1.40414 4.36400 3.81736 0.01 0.00 0.00
H -0.20222 4.32475 4.53047 0.03 -0.03 0.01
H 0.97752 6.65238 2.93463 0.00 0.01 0.01
H 0.65399 6.63474 4.66386 -0.01 0.00 0.00
H -1.17656 7.80515 3.40500 0.00 0.00 -0.01
H -1.77718 6.38380 4.23877 0.00 0.00 -0.01
H -1.03998 6.53933 1.27367 -0.01 0.00 0.00
H -2.67183 6.43330 1.92442 0.00 0.00 0.01
H -1.79644 4.19157 1.13099 -0.01 -0.02 -0.04
H -2.21606 4.18186 2.83496 -0.03 0.02 0.02
O 0.44268 2.33978 -2.01098 0.08 0.03 -0.10
C -0.77446 2.27562 -1.74553 0.07 0.02 -0.11
N -1.14544 1.53160 -0.68597 0.22 0.06 -0.24
S -2.78705 1.36007 -0.59596 0.01 0.10 0.09
O -3.13817 0.01234 -0.94055 -0.03 -0.03 0.02
O -3.28947 1.92610 0.61877 0.01 0.03 -0.08
C -3.09613 2.47001 -1.94108 -0.05 0.04 -0.01
C -4.31307 2.89565 -2.42880 0.02 -0.02 -0.03
C -4.28396 3.79122 -3.49354 -0.01 0.01 -0.01
C -3.07959 4.23634 -4.03331 0.00 0.00 0.00
C -1.86238 3.79797 -3.52633 -0.01 -0.01 -0.03
C -1.89401 2.90753 -2.46930 0.02 -0.01 0.05
H -5.24761 2.54907 -2.00911 0.00 0.00 0.00
H -5.21602 4.14940 -3.90969 0.00 0.00 0.00
H -3.09552 4.93431 -4.85931 0.00 0.00 0.00
H -0.91982 4.13310 -3.93780 0.00 0.00 0.01
```
Positions in Å, forces in eV/Å.

2S+1 ... 5
Charge ... +1
Kohn-Sham gap (alpha / beta) ... 7.98 / 6.31 eV
HOMO level (alpha / beta) ... -0.38889 / -0.38916 Eh


Molecular formula: C9H21N4O
Method: DFT, the ωB97M-V functional and the def2-TZVPD basis

XYZ file:
```
35
Properties=species:S:1:pos:R:3:forces:R:3
C 0.29577 -1.77789 -0.73899 -0.64 -0.79 0.93
C 1.13166 -0.71560 -0.63369 0.10 -1.19 -1.06
C 0.52321 0.54938 -0.87731 -2.78 2.95 -1.16
C -0.10722 2.83053 -0.02177 -0.69 -0.59 -4.05
C 2.20781 2.11477 0.35277 -2.84 1.80 4.21
C 0.18716 1.11772 1.55290 5.44 -0.40 1.53
C -2.07687 -2.31620 -0.29338 -0.07 -1.19 1.41
C -2.16599 -2.39032 1.28605 -2.54 0.99 0.71
C 0.78319 1.61912 0.20358 -2.56 0.10 1.23
N -1.05628 -1.43340 -0.81150 1.72 -1.62 0.13
N -1.34380 -0.03256 -0.81031 4.61 -0.71 1.46
N -1.93603 0.15440 -1.95580 -2.14 0.83 -2.03
N 2.61546 -0.66206 -0.69910 -0.43 -4.26 0.55
O -0.95891 -2.86344 1.82317 0.86 -0.03 0.32
H 0.54390 -2.88868 -0.66286 -0.43 1.74 -0.06
H 0.54491 1.07926 -1.97893 0.16 -1.55 2.30
H -0.02049 3.54381 0.70429 0.77 1.79 2.12
H -1.22441 2.58858 0.04781 1.52 0.09 -0.92
H 0.29185 3.33711 -0.99572 -1.50 -0.66 1.26
H 2.62379 2.47599 -0.48869 1.17 1.72 -3.09
H 2.09280 2.98369 1.19416 0.88 -2.04 -2.07
H 2.86337 1.39383 0.71355 1.26 -1.19 1.41
H 0.97387 0.44741 2.10270 -1.18 1.07 -0.72
H -0.59742 0.51485 1.43635 -3.27 -2.32 -0.90
H -0.11481 1.86031 2.27377 0.27 0.68 -0.05
H -2.07984 -3.31427 -0.78452 1.28 0.19 0.70
H -3.02539 -2.10260 -0.70168 -1.27 1.48 -0.16
H -3.09137 -3.11506 1.57247 2.19 1.50 -0.69
H -2.46689 -1.33252 1.77357 0.70 -2.20 -1.38
H -2.10648 1.10310 -2.11285 -0.71 1.51 -0.31
H -1.83861 -0.38548 -2.79834 0.88 -0.50 0.11
H 2.98792 -0.73583 -1.59534 0.36 0.73 -2.83
H 3.15809 -1.47549 -0.33338 -0.92 0.48 0.87
H 2.93149 0.15439 -0.27874 0.80 1.90 1.06
H -0.54542 -2.32683 2.53574 -1.01 -0.32 -0.84
```
Positions in Å, forces in eV/Å.

Charge ... +1
Kohn-Sham gap ... 7.78 eV
HOMO level ... -0.40655 Eh


Calculated energy relative to the best compared isomer or geometry (same formula, charge and spin), 117.01, 253.20, 479.27 kJ/mol (same order as the records).
Calculated electronic energy, -17087.39155, -132038.51561, -17668.42354 eV (same order as the records).